Entry 1:
143
Properties=species:S:1:pos:R:3 method="wB97M-V/def2-TZVPD" e_tot_ev=-92291.777 total_charge=+1
C 2.593 1.839 1.045
C 1.138 2.343 1.258
C 0.182 1.176 0.911
N -1.103 1.561 0.332
N -1.101 1.592 -1.090
C -1.470 0.350 -1.846
S -3.265 -0.004 -2.066
C -0.879 -0.963 -1.332
O -1.332 -1.271 -0.033
C -2.183 -2.414 0.042
C -3.110 -2.224 1.257
C -0.962 0.767 -3.253
C -1.162 2.334 -3.307
C 0.126 2.840 -3.952
O 1.236 2.570 -3.125
C 2.381 3.359 -3.446
C 3.072 3.905 -2.179
C -1.530 2.836 -1.833
C -0.756 4.127 -1.569
C -1.244 5.013 -0.410
O -1.257 4.347 0.833
Si -1.863 5.213 2.159
C -3.061 6.584 1.701
C -2.836 3.953 3.199
C -0.475 5.840 3.284
N -2.962 3.116 -1.947
C -3.683 3.020 -0.964
S -4.561 2.784 0.320
H 3.301 2.495 1.547
H 2.656 0.818 1.435
H 2.782 1.774 -0.031
H 0.981 2.584 2.310
H 0.998 3.219 0.629
H 0.736 0.442 0.308
H -0.053 0.659 1.844
H -1.878 1.009 0.673
H -0.086 1.632 -1.299
H -3.540 0.477 -3.297
H 0.218 -0.869 -1.301
H -1.102 -1.753 -2.051
H -2.819 -2.542 -0.839
H -1.636 -3.357 0.161
H -3.211 -3.134 1.846
H -4.071 -1.792 0.981
H -2.618 -1.489 1.907
H -1.396 0.211 -4.079
H 0.090 0.442 -3.237
H -2.033 2.423 -3.951
H 0.023 3.891 -4.249
H 0.248 2.283 -4.895
H 3.101 2.775 -4.030
H 2.132 4.229 -4.060
H 2.318 4.224 -1.457
H 3.644 4.778 -2.496
H 3.714 3.143 -1.739
H 0.311 3.953 -1.430
H -0.840 4.753 -2.460
H -0.534 5.852 -0.348
H -2.218 5.432 -0.695
H -2.587 7.433 1.200
H -3.595 6.920 2.592
H -3.821 6.195 1.011
H -2.765 2.956 2.746
H -3.902 4.185 3.235
H -2.400 3.877 4.198
H -0.064 6.767 2.884
H -0.927 5.994 4.266
H 0.272 5.047 3.366
C 2.799 2.837 -8.621
C 2.804 4.352 -8.506
O 3.312 4.830 -7.273
C 4.658 4.492 -6.981
C 5.658 5.032 -7.988
H 2.282 2.390 -7.769
H 2.296 2.529 -9.538
H 3.810 2.428 -8.644
H 1.779 4.720 -8.565
H 3.346 4.802 -9.344
H 4.763 3.406 -6.872
H 4.870 4.925 -6.002
H 5.538 4.567 -8.968
H 6.676 4.837 -7.651
H 5.529 6.108 -8.115
C 1.620 -7.190 3.048
C 2.550 -6.233 2.324
O 2.020 -5.728 1.110
C 0.828 -4.980 1.219
C 0.970 -3.728 2.071
H 1.300 -7.991 2.380
H 2.123 -7.630 3.910
H 0.721 -6.686 3.409
H 3.464 -6.759 2.049
H 2.850 -5.410 2.983
H 0.010 -5.612 1.585
H 0.565 -4.690 0.200
H 1.156 -3.972 3.118
H 0.056 -3.132 2.027
H 1.805 -3.119 1.721
C 6.323 3.440 4.824
C 6.531 2.372 3.764
O 6.231 2.805 2.448
C 7.006 3.885 1.958
C 8.494 3.589 1.883
H 5.317 3.857 4.754
H 6.460 3.015 5.819
H 7.030 4.264 4.714
H 5.858 1.536 3.959
H 7.549 1.971 3.812
H 6.819 4.789 2.548
H 6.630 4.086 0.954
H 8.932 3.459 2.874
H 9.018 4.411 1.395
H 8.674 2.673 1.320
C -9.166 -3.763 -1.648
C -7.813 -3.846 -0.962
O -6.786 -3.132 -1.632
C -6.985 -1.739 -1.762
C -7.091 -1.007 -0.434
H -9.082 -4.060 -2.694
H -9.881 -4.419 -1.152
H -9.572 -2.751 -1.624
H -7.483 -4.884 -0.942
H -7.887 -3.521 0.082
H -7.859 -1.532 -2.390
H -6.117 -1.365 -2.305
H -7.991 -1.288 0.113
H -7.126 0.071 -0.598
H -6.233 -1.239 0.199
C -1.513 -8.465 4.955
C -1.006 -9.790 4.408
O -0.230 -10.525 5.334
C -0.889 -10.911 6.527
C -2.089 -11.815 6.301
H -0.686 -7.877 5.356
H -2.005 -7.893 4.167
H -2.234 -8.610 5.760
H -0.351 -9.596 3.558
H -1.834 -10.400 4.031
H -1.173 -10.028 7.111
H -0.142 -11.445 7.115
H -2.897 -11.296 5.784
H -2.480 -12.168 7.256
H -1.808 -12.678 5.696

=====

Entry 2:
15
Properties=species:S:1:pos:R:3 method="wB97M-V/def2-TZVPD" de_lowest_ev=2.559 e_tot_ev=-19104.522 total_charge=+1
C -2.028 0.568 0.252
C -0.827 0.036 0.651
C -0.472 1.773 -0.704
C 1.520 0.663 0.149
C 1.865 -1.264 -0.245
N -1.807 1.594 -0.577
N 0.132 0.858 0.103
S 2.502 1.872 0.563
H -3.009 0.160 0.453
H -0.477 -0.801 1.209
H 0.033 2.323 -1.478
H 1.953 -1.686 0.872
H 2.666 -1.296 -0.955
H 0.809 -1.446 -0.739
H -2.353 2.091 -1.173

=====

Entry 3:
18
Properties=species:S:1:pos:R:3 method="wB97M-V/def2-TZVPD" de_lowest_ev=0.268 e_tot_ev=-12943.864 smiles="NC=O.O.O.O.O" total_charge=0
N -2.116 -0.802 0.865
C -2.544 -0.041 -0.160
O -1.801 0.340 -1.048
H -2.606 -0.800 1.744
H -1.104 -0.817 0.921
H -3.596 0.275 -0.115
O 0.149 -0.657 2.956
H 0.364 -1.586 2.847
H 0.776 -0.161 2.410
O 1.831 -0.244 0.743
H 1.416 -0.459 -0.122
H 2.761 -0.153 0.508
O 1.704 1.909 -2.292
H 2.041 2.775 -2.042
H 1.784 1.377 -1.491
O 0.629 -0.530 -1.710
H -0.316 -0.367 -1.460
H 0.628 -0.057 -2.554

=====

Entry 4:
56
Properties=species:S:1:pos:R:3 method="wB97M-V/def2-TZVPD" de_lowest_ev=2.673 e_tot_ev=-42657.341 smiles="CC[C@@H](CC(=O)N(C)[C@@H]1CN(C(=O)/C=C/c2cc(C)no2)CC12CC2)SC" total_charge=0
C 1.265 -5.295 0.610
C 1.094 -4.231 1.684
C -0.272 -3.548 1.663
C -0.478 -2.623 2.876
C 0.623 -1.581 3.017
O 1.624 -1.867 3.656
N 0.541 -0.398 2.334
C 1.729 0.443 2.343
C -0.702 0.210 1.878
C -0.616 0.760 0.446
N -0.417 2.201 0.607
C -0.084 3.091 -0.357
O 0.103 4.272 -0.097
C 0.032 2.558 -1.745
C 0.408 3.373 -2.725
C 0.544 2.973 -4.112
C 0.920 3.658 -5.220
C 0.848 2.694 -6.263
C 1.150 2.871 -7.716
N 0.460 1.537 -5.804
O 0.266 1.702 -4.444
C -0.590 2.662 1.981
C -1.110 1.433 2.695
C -2.458 1.446 3.358
C -1.202 1.358 4.182
S -0.588 -2.651 0.099
C -1.581 -3.866 -0.791
H 2.230 -5.790 0.711
H 0.489 -6.062 0.682
H 1.221 -4.856 -0.387
H 1.231 -4.673 2.676
H 1.876 -3.475 1.585
H -1.053 -4.311 1.716
H -1.483 -2.206 2.847
H -0.398 -3.231 3.778
H 2.611 -0.190 2.371
H 1.746 1.056 1.444
H 1.758 1.097 3.219
H -1.475 -0.548 1.914
H 0.202 0.291 -0.099
H -1.547 0.546 -0.086
H -0.197 1.521 -1.951
H 0.627 4.408 -2.490
H 1.206 4.693 -5.287
H 1.454 3.895 -7.921
H 1.953 2.203 -8.024
H 0.273 2.642 -8.320
H 0.365 3.010 2.385
H -1.285 3.502 2.015
H -3.004 2.381 3.365
H -3.076 0.562 3.273
H -0.959 0.413 4.652
H -0.905 2.231 4.749
H -1.869 -3.406 -1.735
H -1.017 -4.772 -1.000
H -2.484 -4.112 -0.234

=====

Entry 5:
17
Properties=species:S:1:pos:R:3 method="wB97M-V/def2-TZVPD" e_tot_ev=-117288.852 total_charge=+1
O 1.477 -0.344 2.038
V 1.087 -1.685 2.720
O -0.047 -1.506 3.737
O -1.851 3.030 -2.623
V -0.654 2.095 -2.176
O -0.242 1.325 -3.489
K -4.487 -1.612 2.188
Cl 2.578 -0.809 -1.286
O 1.927 -1.806 -0.395
O 3.671 -0.178 -0.601
O 3.055 -1.533 -2.443
O 1.585 0.179 -1.664
Cl -1.647 0.612 0.800
O -2.251 -0.708 0.616
O -2.682 1.578 1.001
O -0.763 0.552 1.942
O -0.758 0.808 -0.364

=====

Entry 6:
68
Properties=species:S:1:pos:R:3 method="wB97M-V/def2-TZVPD" de_lowest_ev=24.580 e_tot_ev=-43221.234 smiles="COc1ccc([C@H](CNC(=O)c2ccc3c(c2)C(=O)N(CCC(C)C)C3=O)N2CCOCC2)cc1" total_charge=0
C 1.030 4.986 1.889
O 0.818 4.200 0.725
C 1.504 2.991 0.516
C 2.602 2.521 1.137
C 3.249 1.474 1.036
C 2.852 0.610 0.095
C 3.610 -0.435 -0.448
C 3.348 -1.406 0.697
N 1.798 -1.670 0.980
C 1.179 -2.657 0.372
O 1.644 -3.499 -0.253
C -0.371 -2.440 0.249
C -1.109 -3.507 0.525
C -2.548 -3.586 0.524
C -3.123 -2.270 0.437
C -2.250 -0.865 0.316
C -0.890 -1.141 0.081
C -3.205 0.155 0.171
O -3.021 1.401 0.099
N -4.393 -0.470 0.421
C -5.711 0.285 0.179
C -6.231 0.567 -1.375
C -7.305 1.242 -1.477
C -8.464 0.624 -0.749
C -7.146 2.854 -1.179
C -4.649 -1.698 0.661
O -5.611 -2.469 0.566
N 5.169 -0.437 -0.417
C 6.005 -1.347 -0.418
C 7.382 -1.056 -0.201
O 7.853 -0.225 -1.234
C 6.956 1.019 -1.091
C 5.624 0.814 -1.398
C 1.795 1.091 -0.941
C 1.020 2.218 -0.611
H 0.370 5.754 1.777
H 1.971 5.341 1.719
H 1.004 4.602 2.900
H 2.937 3.246 2.146
H 4.205 1.204 1.598
H 3.423 -1.118 -1.335
H 3.682 -2.564 0.380
H 3.609 -1.317 1.791
H 1.467 -0.819 1.316
H -0.586 -4.579 0.480
H -2.998 -4.348 0.947
H -0.327 -0.235 0.375
H -5.486 1.424 0.585
H -6.401 0.064 0.799
H -5.156 0.860 -1.912
H -6.340 -0.572 -1.726
H -7.556 1.414 -2.386
H -8.465 0.980 0.185
H -8.842 -0.221 -0.962
H -9.477 1.336 -1.143
H -7.830 3.475 -1.548
H -6.205 3.122 -1.497
H -6.958 2.847 0.066
H 5.750 -2.168 0.206
H 5.908 -1.896 -1.445
H 8.042 -1.833 -0.315
H 7.619 -0.451 0.442
H 7.189 1.858 -1.801
H 7.134 1.658 -0.132
H 4.878 1.650 -1.109
H 5.314 0.283 -2.434
H 1.461 0.641 -1.628
H 0.231 2.405 -1.090

=====

Number 1: gap between HOMO and LUMO 8.29 eV, LUMO -2.5 eV. Number 2: gap between HOMO and LUMO 8.33 eV, LUMO -4.7 eV. Number 3: gap between HOMO and LUMO 11.31 eV, LUMO 0.6 eV. Number 4: gap between HOMO and LUMO 8.77 eV, LUMO -0.1 eV. Number 5: gap between HOMO and LUMO 5.09 eV, LUMO -6.6 eV. Number 6: gap between HOMO and LUMO 6.91 eV, LUMO -1.1 eV.